[1]
ORCA calculation (ωB97M-V/def2-TZVPD) on a structure of composition C3H4S2 in a non-equilibrium geometry.

```
9
Properties=species:S:1:pos:R:3:forces:R:3
C -1.188573 -1.839740 -0.723319 0.0 -0.1 -0.4
C -0.595039 -1.054468 -1.379459 0.5 1.1 -0.1
C 1.021421 1.663842 0.002918 0.2 1.1 0.7
S 0.755227 0.559718 1.256010 -0.2 -0.4 -1.0
S 1.099434 3.264359 0.602672 1.5 0.5 -4.7
H -1.712651 -2.535372 -0.192417 -1.0 -1.4 1.0
H 0.521312 -0.329662 0.270131 0.1 -0.8 1.1
H -0.070326 -0.173414 -1.620132 0.4 0.4 -0.9
H 0.671450 3.144186 1.742658 -1.3 -0.4 4.3
```
Positions in Å, forces in eV/Å.

Results
**Strongest force on any atom**: 4.9 eV/Å
**HOMO energy**: -9.11 eV
**2S+1**: 1
**DFT total energy**: -24841.0984 eV
**Energy above the lowest of the compared OMol25 structures with the same formula, charge and spin**: 104.76 kcal per mole
**Net charge**: 0
**Gap between HOMO and LUMO**: 9.035 eV

Results of the Mulliken charge analysis, in e, for atoms 1 through 8: atom 1 (C): -0.44, atom 2 (C): -0.30, atom 3 (C): -0.13, atom 4 (S): -0.04, atom 5 (S): -0.09, atom 6 (H): 0.44, atom 7 (H): 0.08, atom 8 (H): 0.41

[2]
ORCA calculation (ωB97M-V/def2-TZVPD) on an isolated molecule of C3H4S2 in a non-equilibrium geometry.

```
9
Properties=species:S:1:pos:R:3:forces:R:3
C -0.715615 1.262842 0.087440 -1.7 -0.5 0.4
C 0.577600 1.290207 0.110384 2.3 -0.1 -0.5
S 1.477645 -0.214227 -0.124227 0.2 0.5 -0.1
C 0.082403 -1.249915 0.264544 -0.9 -0.7 0.6
S -1.456922 -0.312102 -0.129459 0.1 -0.5 0.1
H -1.346756 2.118762 0.250208 -0.1 0.1 -0.2
H 1.172076 2.178607 0.065188 0.2 0.4 0.3
H 0.113734 -2.144464 -0.379504 -0.1 0.4 0.4
H 0.063058 -1.550444 1.348871 0.1 0.3 -1.1
```
Positions in Å, forces in eV/Å.

Results
**Strongest force on any atom**: 2.4 eV/Å
**Structure (SMILES)**: C1=CSCS1
**HOMO energy**: -7.93 eV
**2S+1**: 1
**DFT total energy**: -24845.5259 eV
**Energy above the lowest of the compared OMol25 structures with the same formula, charge and spin**: 2.66 kcal per mole
**Net charge**: 0
**Gap between HOMO and LUMO**: 8.746 eV

Results of the Mulliken charge analysis, in e, for atoms 1 through 8: atom 1 (C): -0.28, atom 2 (C): -0.27, atom 3 (S): -0.10, atom 4 (C): -0.51, atom 5 (S): -0.12, atom 6 (H): 0.33, atom 7 (H): 0.32, atom 8 (H): 0.32

[3]
ORCA calculation (ωB97M-V/def2-TZVPD) on a structure of composition C3H5AlFO2 in a non-equilibrium geometry.

```
12
Properties=species:S:1:pos:R:3:forces:R:3
Al -0.226216 -0.687191 1.586608 0.8 -0.1 -0.8
F 1.365600 -0.749209 1.052021 -2.7 -3.5 5.7
O -1.467771 -1.539661 0.598176 -0.1 1.3 -0.5
C -1.739439 -0.568408 -0.258193 0.1 -2.0 -0.5
C -1.134373 0.683577 -0.092925 -2.0 1.5 2.2
O -0.800808 0.916774 1.213079 0.4 0.0 -1.2
H -2.452217 -0.755314 -1.073106 0.4 -0.2 0.3
H -1.616529 1.511195 -0.637858 1.1 -0.1 0.0
C 1.815782 0.190607 -0.344100 3.0 4.3 -6.9
H 1.418107 -0.465404 -1.131725 0.0 -1.3 1.7
H 2.250295 0.768004 -1.168486 -0.6 1.7 -1.3
H 2.587571 0.695028 0.256514 -0.6 -1.5 1.3
```
Positions in Å, forces in eV/Å.

Results
**Strongest force on any atom**: 8.7 eV/Å
**HOMO energy (alpha / beta)**: -13.51 / -13.16 eV
**2S+1**: 1
**DFT total energy**: -16589.1352 eV
**Energy above the lowest of the compared OMol25 structures with the same formula, charge and spin**: 22.03 kcal per mole
**Net charge**: +1
**Gap between HOMO and LUMO (alpha / beta)**: 6.808 / 5.759 eV

Results of the Mulliken charge analysis, in e, for atoms 1 through 8: atom 1 (Al): 0.48, atom 2 (F): -0.03, atom 3 (O): -0.23, atom 4 (C): 0.20, atom 5 (C): -0.04, atom 6 (O): -0.21, atom 7 (H): 0.41, atom 8 (H): 0.34

[4]
ORCA calculation (ωB97M-V/def2-TZVPD) on a structure of composition C3H5B in a non-equilibrium geometry.

```
9
Properties=species:S:1:pos:R:3:forces:R:3
B 0.028081 1.140572 0.383461 -3.8 -1.0 1.6
C -0.931170 0.169958 -0.218195 -5.0 1.1 -2.9
C 1.074757 -0.013284 -0.093955 7.2 2.5 0.6
C -0.033395 -0.751883 -0.428450 -3.6 -3.4 1.2
H -1.132818 1.421346 1.144755 3.5 0.9 0.2
H -2.017392 -0.040762 -0.170688 0.5 0.5 -0.3
H 1.646600 0.213543 -1.001673 0.4 0.4 0.4
H 1.778430 -0.391726 0.681057 -0.3 0.0 -0.6
H -0.413089 -1.747765 -0.296314 1.1 -1.1 -0.2
```
Positions in Å, forces in eV/Å.

Results
**Strongest force on any atom**: 7.6 eV/Å
**HOMO energy**: -9.19 eV
**2S+1**: 1
**DFT total energy**: -3862.8929 eV
**Energy above the lowest of the compared OMol25 structures with the same formula, charge and spin**: 70.31 kcal per mole
**Net charge**: 0
**Gap between HOMO and LUMO**: 9.219 eV

Results of the Mulliken charge analysis, in e, for atoms 1 through 8: atom 1 (B): -0.01, atom 2 (C): -0.39, atom 3 (C): -0.62, atom 4 (C): -0.06, atom 5 (H): -0.03, atom 6 (H): 0.34, atom 7 (H): 0.23, atom 8 (H): 0.26

[5]
ORCA calculation (ωB97M-V/def2-TZVPD) on an isolated molecule of C3H5BN2O3 in a non-equilibrium geometry.

```
14
Properties=species:S:1:pos:R:3:forces:R:3
B -1.341225 -0.196728 1.303257 1.1 -1.0 -1.9
C 1.834971 -0.795927 -0.124269 -1.9 1.7 -0.1
C -0.470100 0.035614 0.023937 1.1 -0.1 0.3
C -0.304514 0.807779 -1.131174 0.0 -0.8 0.9
N 1.920924 -0.143919 -1.243578 3.3 -0.3 0.4
N 1.039707 0.788135 -1.651204 -1.3 1.0 -2.0
O -1.220512 1.439997 -1.673761 1.1 -0.2 0.1
O -1.138343 -1.305245 2.048967 2.0 -0.9 -0.8
O -2.450710 0.510637 1.542654 -0.5 2.1 -0.9
H 2.799630 -1.184773 0.323695 -1.3 0.0 -1.0
H 2.819270 -0.016608 -1.831090 -1.5 -0.5 1.4
H 1.165158 1.040934 -2.645436 -0.5 -0.3 0.9
H -1.651125 -1.196870 2.809024 -1.1 -0.3 2.1
H -3.003132 0.216973 2.248977 -0.5 -0.3 0.5
```
Positions in Å, forces in eV/Å.

Results
**Strongest force on any atom**: 3.3 eV/Å
**HOMO energy**: -8.14 eV
**2S+1**: 1
**DFT total energy**: -12987.6370 eV
**Energy above the lowest of the compared OMol25 structures with the same formula, charge and spin**: 106.19 kcal per mole
**Net charge**: 0
**Gap between HOMO and LUMO**: 8.031 eV

Results of the Mulliken charge analysis, in e, for atoms 1 through 8: atom 1 (B): 0.56, atom 2 (C): -0.29, atom 3 (C): -0.17, atom 4 (C): 0.47, atom 5 (N): -0.02, atom 6 (N): -0.25, atom 7 (O): -0.64, atom 8 (O): -0.51

[6]
ORCA calculation (ωB97M-V/def2-TZVPD) on a structure of composition C3H5BeO3 in a non-equilibrium geometry.

```
12
Properties=species:S:1:pos:R:3:forces:R:3
Be -0.708096 -0.830995 1.885743 -1.5 -0.6 0.6
O -1.825061 -1.541326 0.589853 1.8 0.8 0.7
O -1.099884 0.184061 -0.660190 0.2 0.1 0.3
C 0.166706 0.806431 -0.859607 0.0 -0.2 -0.4
C 0.917727 0.611584 0.464854 0.4 0.7 0.1
O 0.462518 -0.612122 0.978457 0.7 0.1 -0.6
C -0.928039 -1.072150 -0.172017 -1.4 -0.6 -1.3
H 0.694148 0.299760 -1.683461 -0.1 0.2 0.2
H -0.006882 1.857355 -1.112460 0.0 -0.3 0.0
H 0.696666 1.448600 1.147777 0.1 -0.4 -0.1
H 2.003440 0.588048 0.278296 -0.4 -0.1 0.2
H -0.373243 -1.739246 -0.857245 0.1 0.2 0.4
```
Positions in Å, forces in eV/Å.

Results
**Expectation value of S²**: 0.750
**Strongest force on any atom**: 2.1 eV/Å
**HOMO energy (alpha / beta)**: -6.06 / -11.16 eV
**2S+1**: 2
**DFT total energy**: -9734.3878 eV
**Energy above the lowest of the compared OMol25 structures with the same formula, charge and spin**: 0.00 kcal per mole
**Net charge**: 0
**Gap between HOMO and LUMO (alpha / beta)**: 6.786 / 11.525 eV

Results of the Mulliken charge analysis, in e, for atoms 1 through 8: atom 1 (Be): -0.16, atom 2 (O): -0.54, atom 3 (O): -0.32, atom 4 (C): -0.43, atom 5 (C): -0.10, atom 6 (O): -0.35, atom 7 (C): 0.43, atom 8 (H): 0.29

[7]
ORCA calculation (ωB97M-V/def2-TZVPD) on a structure of composition C3H5Br in a non-equilibrium geometry.

```
9
Properties=species:S:1:pos:R:3:forces:R:3
C -0.414422 -1.421024 -0.118392 2.2 -0.4 0.7
C -0.538773 -0.135091 -0.054726 -0.9 -1.3 -0.1
C 0.259624 1.076578 0.022720 0.3 0.7 -0.8
Br -3.147146 -0.030782 -0.246589 2.5 0.4 0.2
H -1.202417 -2.050443 -0.059022 -2.9 -1.4 -0.3
H 0.445642 -2.129656 -0.020268 0.3 1.6 -0.2
H -0.428556 1.797406 0.391566 -0.4 1.3 -0.1
H 1.121482 1.145559 0.698132 -0.4 -1.0 0.3
H 0.701606 1.338618 -0.958349 -0.8 0.1 0.3
```
Positions in Å, forces in eV/Å.

Results
**Strongest force on any atom**: 3.3 eV/Å
**HOMO energy**: -9.52 eV
**2S+1**: 1
**DFT total energy**: -73231.5300 eV
**Energy above the lowest of the compared OMol25 structures with the same formula, charge and spin**: 48.38 kcal per mole
**Net charge**: 0
**Gap between HOMO and LUMO**: 8.170 eV

Results of the Mulliken charge analysis, in e, for atoms 1 through 8: atom 1 (C): -0.51, atom 2 (C): 0.22, atom 3 (C): -0.78, atom 4 (Br): -0.33, atom 5 (H): 0.30, atom 6 (H): 0.25, atom 7 (H): 0.28, atom 8 (H): 0.33

[8]
ORCA calculation (ωB97M-V/def2-TZVPD) on an isolated molecule of C3H5Br in a non-equilibrium geometry.

```
9
Properties=species:S:1:pos:R:3:forces:R:3
C 0.092763 -0.261528 -0.484552 -1.3 -6.0 0.3
C 0.169897 1.067829 -0.691550 1.5 6.7 -2.1
C -0.143646 -0.781529 0.869282 0.3 2.6 1.1
Br 0.146009 2.000238 -2.364085 -0.5 -0.9 1.2
H 0.204727 -0.820010 -1.355850 0.3 -1.8 -0.8
H 0.002173 1.579006 0.178684 -0.4 2.5 1.4
H 0.769289 -1.271559 1.133429 1.1 -0.1 0.8
H -0.824503 -1.541006 1.041133 -1.9 -1.6 -0.3
H -0.416709 0.028557 1.673508 0.8 -1.3 -1.6
```
Positions in Å, forces in eV/Å.

Results
**Expectation value of S²**: 2.007
**Strongest force on any atom**: 7.2 eV/Å
**HOMO energy (alpha / beta)**: -5.40 / -10.65 eV
**2S+1**: 3
**DFT total energy**: -73229.1527 eV
**Energy above the lowest of the compared OMol25 structures with the same formula, charge and spin**: 26.68 kcal per mole
**Net charge**: 0
**Gap between HOMO and LUMO (alpha / beta)**: 6.347 / 8.530 eV

Results of the Mulliken charge analysis, in e, for atoms 1 through 8: atom 1 (C): -0.05, atom 2 (C): -0.62, atom 3 (C): -0.97, atom 4 (Br): -0.13, atom 5 (H): 0.44, atom 6 (H): 0.47, atom 7 (H): 0.27, atom 8 (H): 0.34